Density functional theory data (wB97M-V/def2-TZVPD) for a molecular structure, C25H27AlCl2OP.

XYZ file:
```
57
Properties=species:S:1:pos:R:3:forces:R:3
Al 1.754181 -0.300122 -2.156458 1.2 -0.1 0.8
Cl 1.377004 -2.454280 -1.931852 0.1 -1.6 0.3
Cl 1.465199 1.929231 -1.773319 -0.2 1.2 -0.2
C 3.644315 -0.218636 -2.383540 -0.2 0.6 -0.8
H 4.128500 0.693244 -2.811112 -0.5 -0.1 0.6
H 4.286773 -1.025424 -2.753219 -0.4 -0.4 0.2
C -1.456986 -0.584622 -2.595908 -4.7 -0.5 1.3
C -0.253348 -0.356468 -3.000976 5.3 1.2 -3.2
H -1.705817 -1.092961 -1.667308 0.1 1.1 0.8
C 0.110781 -0.617001 -4.476947 -1.3 1.0 -1.0
H 0.018398 0.720935 -2.779974 0.9 -0.6 1.3
C -0.986200 -0.170807 -5.480284 0.4 -0.1 -0.1
H 1.049679 -0.093840 -4.722836 -0.3 -0.3 0.1
H 0.290264 -1.695551 -4.593555 0.1 0.3 0.3
C -2.426044 -0.225867 -4.911252 -0.2 0.0 -0.3
H -0.746003 0.847231 -5.850444 -0.2 -0.4 0.3
H -0.924705 -0.847765 -6.353155 -0.2 0.4 0.1
C -2.571753 0.038781 -3.383819 -0.9 -0.9 -1.5
H -3.035727 0.492437 -5.485389 0.0 -0.2 0.3
H -2.841078 -1.219588 -5.132291 0.0 0.2 0.2
H -2.485892 1.133157 -3.219797 0.0 -0.5 0.2
H -3.594204 -0.261624 -3.061188 0.6 0.1 -0.1
O 0.303353 -0.253012 -0.422311 -1.0 0.1 1.2
P 0.182945 0.003236 1.058771 1.5 -0.4 -2.3
C 1.769630 0.647199 1.562744 0.0 0.6 0.6
C 1.851503 1.808547 2.345288 -0.2 -0.8 -0.1
C 3.078448 2.182022 2.853575 0.7 0.5 0.4
C 4.236164 1.455681 2.539175 -0.8 -0.5 -0.4
C 4.147566 0.365081 1.656972 1.0 0.4 0.5
C 2.931811 -0.025939 1.147797 -0.9 -0.3 -0.3
C -1.115274 1.099574 1.640969 -0.4 0.4 0.3
C -1.453059 1.038812 3.004890 -0.2 0.1 -0.2
C -2.416220 1.894609 3.533075 0.1 0.0 -0.2
C -3.056015 2.813057 2.696238 0.1 -0.1 -0.1
C -2.724742 2.873136 1.338457 0.0 0.0 0.1
C -1.746800 2.027398 0.800991 0.0 -0.1 0.4
C -0.147360 -1.508286 1.964152 0.2 -0.2 0.6
C -1.380050 -2.144382 1.775796 0.0 -0.2 0.4
C -1.749258 -3.185826 2.627424 0.4 0.0 0.0
C -0.866643 -3.615773 3.632741 -0.1 0.2 -0.3
C 0.377502 -3.001812 3.780966 0.0 -0.2 0.0
C 0.749597 -1.949795 2.946256 -0.6 -0.1 -0.1
H 0.942606 2.373175 2.556970 0.3 -0.1 0.1
H 3.139439 3.053997 3.519051 0.1 -0.3 -0.4
H 5.189610 1.735839 2.961656 0.1 0.1 0.0
H 5.054156 -0.185434 1.371866 -0.4 0.3 0.0
H 2.870546 -0.824172 0.393887 0.1 0.2 0.4
H -0.966383 0.312923 3.658009 -0.1 0.2 -0.2
H -2.656107 1.836315 4.594865 0.0 0.1 -0.3
H -3.811657 3.481004 3.115281 0.2 -0.2 -0.2
H -3.228068 3.593411 0.691688 0.2 -0.2 0.2
H -1.451055 2.091060 -0.247558 -0.1 0.0 0.2
H -2.063110 -1.801077 0.992750 0.2 -0.1 0.3
H -2.722006 -3.660781 2.513443 0.2 0.0 0.0
H -1.151505 -4.435244 4.291022 0.0 0.2 -0.1
H 1.073793 -3.332188 4.555402 -0.3 0.0 -0.2
H 1.709321 -1.452798 3.072349 -0.2 -0.1 0.0
```
Positions in Å, forces in eV/Å.

## Properties
Total charge: -1
Frontier orbital gap (alpha / beta) in eV: 3.71 / 3.70
2S+1: 1
Electronic energy in eV: -69341.286

---

Density functional theory data (wB97M-V/def2-TZVPD) for a molecular structure, C4H8N2O2.

XYZ file:
```
16
Properties=species:S:1:pos:R:3:forces:R:3
C 1.668084 0.074723 1.081525 -0.5 0.8 0.5
C -0.897609 -0.358674 0.542402 1.5 -0.3 4.1
C 0.047504 0.258626 -1.052160 4.7 -2.6 -4.6
C 0.460357 -0.160780 0.255350 -3.7 0.7 -0.5
N -0.514386 1.453624 -1.491448 -0.6 -0.8 0.8
O -2.005650 -0.896908 -0.023649 0.4 -0.6 -0.9
O -1.275825 0.157762 1.763527 0.1 0.0 1.1
N 0.355937 -0.740639 -1.904407 -1.6 2.8 -1.4
H -1.174514 -0.502652 2.459339 -0.3 -0.1 0.1
H -1.849049 -1.832004 -0.254062 0.2 0.6 -0.3
H -0.721737 1.431222 -2.481123 0.2 -0.2 -0.1
H -1.340226 1.715095 -0.969640 0.0 0.4 0.1
H 1.329416 -1.020951 -1.808260 -0.4 -0.7 1.1
H 1.437750 0.804427 1.864114 0.3 0.0 0.0
H 2.012457 -0.837884 1.572697 -0.1 0.0 -0.1
H 2.467492 0.455012 0.445795 0.0 0.0 0.1
```
Positions in Å, forces in eV/Å.

## Properties
Total charge: 0
Frontier orbital gap (alpha / beta) in eV: 7.85 / 7.85
2S+1: 1
Electronic energy in eV: -11348.520

---

Density functional theory data (wB97M-V/def2-TZVPD) for a molecular structure, C30H44BrIrN3P2.

XYZ file:
```
81
Properties=species:S:1:pos:R:3:forces:R:3
C -4.612873 -3.536985 0.625247 0.6 -0.5 0.1
C -3.283458 -3.828569 1.009827 -0.5 3.7 1.5
C -2.744541 -5.036855 0.539140 0.4 -1.1 0.1
C -3.605470 -5.983777 -0.050126 -0.6 -2.7 -0.9
N -4.891747 -5.732045 -0.274568 3.4 -0.5 0.4
C -5.391837 -4.534601 0.037421 -2.9 2.4 0.3
C -2.591415 -2.832061 1.802819 -0.7 -0.4 0.0
C -2.267878 -1.911339 2.551600 0.4 -0.2 -1.0
C -1.440641 -0.791451 2.973066 0.1 -0.7 -0.8
C -1.346946 0.375916 2.222039 0.1 0.0 0.7
C -0.226830 1.264040 2.401646 0.4 -1.8 1.3
C 0.909452 0.767669 3.215368 -1.6 0.9 1.3
C 0.567963 -0.117536 4.229445 0.6 -0.3 0.2
C -0.567059 -0.949522 4.059481 0.2 0.5 -0.2
Ir 0.942308 1.450272 0.708400 -1.9 -0.2 -2.0
P -0.351275 0.296585 -0.970357 -1.2 -0.9 -0.3
H -1.696453 -5.286390 0.682976 -0.2 -0.1 -0.2
H -5.046912 -2.561986 0.848205 -0.1 -0.4 -0.1
H -3.248486 -6.995886 -0.282967 0.0 0.3 0.0
H -6.459976 -4.376825 -0.132368 0.2 0.0 0.0
H -0.783058 -1.753237 4.746896 0.2 0.0 0.3
H -2.124563 0.665201 1.525023 0.0 0.0 0.4
H 1.111011 -0.204161 5.181881 0.3 -0.1 -0.7
H -0.491502 2.252532 2.723600 0.2 1.0 -0.4
C 0.066483 0.907918 -2.651210 0.4 0.5 0.4
C -0.235258 0.066108 -3.875331 -0.1 -0.2 -0.8
H 1.136399 1.141008 -2.629454 -0.1 0.1 0.0
H -0.442450 1.875941 -2.736338 0.0 0.0 0.1
H 0.175622 0.574579 -4.746874 0.1 0.2 0.0
H 0.235666 -0.916191 -3.879763 0.0 0.0 0.2
H -1.293459 -0.037107 -4.113693 0.0 -0.1 0.3
C -0.301076 -1.584931 -0.955754 0.9 0.4 0.4
C -1.282572 -2.375864 -1.817500 -0.4 -0.2 -0.3
H -0.456277 -1.871597 0.094936 0.1 0.2 -0.1
H 0.721047 -1.884239 -1.216222 -0.3 0.1 0.1
H -0.926363 -3.409104 -1.904333 0.2 0.2 0.0
H -2.271473 -2.458849 -1.352389 0.1 0.3 -0.1
H -1.394565 -2.010527 -2.845269 0.0 -0.1 0.4
C -2.195897 0.497590 -0.829858 0.4 0.5 0.7
C -3.032011 0.425464 -2.092590 -0.4 0.0 -0.5
H -2.369398 1.462648 -0.342036 -0.1 0.0 -0.2
H -2.530771 -0.259751 -0.110404 0.1 0.0 -0.2
H -4.070751 0.637590 -1.823241 0.1 0.1 0.0
H -2.751634 1.177107 -2.836886 0.0 -0.2 0.1
H -3.058379 -0.564733 -2.559536 0.2 0.3 0.1
Br 2.542770 1.868648 3.054840 -2.0 -0.4 0.8
P 2.554375 -0.010258 0.107261 2.9 -0.5 -0.7
C 2.935111 -0.887277 -1.491400 -0.6 -0.1 -0.2
C 4.393362 -0.865147 -1.981535 0.4 0.1 0.0
H 2.268411 -0.424382 -2.239405 0.4 -0.4 0.1
H 2.648079 -1.945600 -1.367024 -0.1 0.5 0.0
H 4.449611 -1.343887 -2.971070 -0.2 0.1 0.3
H 4.774235 0.155499 -2.128105 0.0 -0.4 0.2
H 5.069853 -1.450233 -1.332918 -0.3 0.5 -0.2
C 3.776296 1.428812 0.137394 -0.3 -0.4 -0.1
C 4.942457 1.230919 1.121480 0.4 0.3 0.3
H 3.137518 2.302262 0.429631 0.8 -0.2 -0.3
H 4.122503 1.613663 -0.894260 -0.2 -0.1 0.5
H 5.396301 2.207557 1.347281 -0.1 -0.2 -0.1
H 4.605842 0.817397 2.088303 0.4 0.0 -0.7
H 5.753646 0.607397 0.707576 -0.5 0.1 0.1
C 2.778325 -1.273571 1.406057 -0.2 0.0 0.5
C 3.990875 -2.200873 1.302507 0.3 -0.2 -0.1
H 1.840717 -1.850491 1.368896 0.1 0.0 -0.1
H 2.753569 -0.764040 2.377962 0.1 -0.1 -0.3
H 4.010360 -2.886082 2.159476 -0.1 0.3 -0.1
H 3.950926 -2.846001 0.417727 0.0 0.2 0.1
H 4.942462 -1.653999 1.309931 -0.3 -0.1 -0.1
N -1.518039 7.035855 -0.076861 0.5 -0.5 -0.4
C -1.158992 5.749047 -0.086361 -0.2 1.7 0.4
C -0.076939 5.297300 -0.871679 0.8 -1.1 -0.2
C 0.394788 4.011479 -0.674912 0.0 1.5 -0.1
N -0.122572 3.205358 0.277380 0.0 -0.8 -0.9
C -1.308450 3.553901 0.823832 -0.4 0.7 0.4
C -1.825873 4.829987 0.737857 0.0 -2.0 0.3
H -0.999186 7.704313 -0.627468 -0.2 0.1 0.0
H -2.239659 7.389463 0.527742 -0.1 0.0 0.0
H 0.436340 5.959556 -1.566756 -0.2 -0.2 0.1
H 1.204764 3.580062 -1.260690 0.1 0.4 0.1
H -1.803231 2.760397 1.378253 -0.1 0.6 0.1
H -2.701254 5.060922 1.339112 0.1 0.2 -0.3
```
Positions in Å, forces in eV/Å.

## Properties
Total charge: +4
Frontier orbital gap (alpha / beta) in eV: 5.69 / 3.72
2S+1: 6
Electronic energy in eV: -127704.624

---

Density functional theory data (wB97M-V/def2-TZVPD) for a molecular structure, C30H63BrN4O9P2RhS2Si.

XYZ file:
```
113
Properties=species:S:1:pos:R:3:forces:R:3
Rh 0.524527 -0.146222 1.307722 -0.1 0.3 -0.1
C 4.017694 -3.545531 2.098635 0.0 0.0 0.2
N 3.785843 -3.075308 3.452179 -0.2 0.2 -0.1
C 3.209979 -4.101519 4.304225 0.1 0.0 0.0
P 3.033009 -1.544598 3.591981 0.1 -0.5 -0.2
O 1.768839 -1.570746 2.737560 0.5 0.7 -0.1
O 2.881454 -1.251046 5.045702 -0.1 0.2 0.1
P -0.181305 -0.563058 4.460479 -0.8 0.3 0.7
O -0.640197 0.313958 3.330500 0.1 -0.3 -0.1
N 0.019458 0.448268 5.843068 0.2 -0.3 -0.4
C 0.314385 -0.233684 7.096400 -0.1 -0.1 0.0
C 0.918311 1.575420 5.592454 0.1 0.0 -0.1
N -1.441888 -1.638602 4.946744 0.5 0.1 -0.4
C -1.029406 -2.977484 5.342437 0.0 0.1 0.0
C -2.656375 -1.625912 4.138864 0.0 0.0 0.1
N 4.243135 -0.591687 2.845808 -0.4 0.0 0.2
C 3.886256 0.795964 2.573329 0.0 -0.1 0.0
C 5.549837 -0.664097 3.482647 0.0 -0.1 0.0
H 4.813169 -4.298810 2.097134 0.0 0.0 0.0
H 4.319435 -2.708493 1.471606 0.0 0.0 0.0
H 3.114474 -4.002675 1.669420 0.0 0.0 0.0
H 3.948035 -4.886631 4.500181 0.0 0.0 0.0
H 2.326636 -4.573799 3.846592 0.0 0.0 0.0
H 2.913258 -3.654490 5.251934 0.0 0.0 0.0
H -0.480291 -0.950174 7.310510 0.0 0.0 0.0
H 0.339278 0.505934 7.900332 0.0 0.0 0.0
H 1.279086 -0.754064 7.065286 0.0 0.0 0.0
H 0.766017 1.930016 4.572711 0.0 0.0 0.1
H 1.971960 1.296187 5.717621 -0.1 0.0 0.0
H 0.677943 2.384643 6.287700 0.0 0.0 0.0
H -0.019693 -2.948246 5.756524 0.0 0.0 0.0
H -1.027467 -3.676631 4.495370 0.0 0.0 0.0
H -1.711615 -3.367314 6.104794 0.0 0.0 0.0
H -2.833292 -0.620092 3.768511 0.0 0.0 0.0
H -3.502972 -1.936954 4.759772 0.0 0.0 0.0
H -2.589462 -2.301973 3.276230 0.0 0.0 0.0
H 2.869185 0.865510 2.206843 -0.2 0.0 -0.1
H 4.553854 1.207134 1.810090 0.0 0.0 0.0
H 3.963846 1.430077 3.469206 0.0 -0.1 0.0
H 5.786564 -1.702328 3.707797 0.1 0.0 0.0
H 5.590645 -0.088496 4.418312 0.0 0.0 0.0
H 6.302376 -0.259046 2.799351 0.0 0.0 0.0
Br -2.767680 4.554703 -0.671565 0.1 -0.1 0.1
C -2.297711 4.625745 1.188180 0.0 0.0 0.0
C -2.985757 5.570763 1.916981 0.0 -0.1 0.1
C -2.622192 5.865382 3.226603 0.0 0.0 0.0
C -1.488068 5.237337 3.765895 0.0 0.0 0.0
C -0.795225 4.301929 3.051332 0.1 0.0 0.0
C -1.204717 3.882254 1.737813 -0.1 0.0 0.0
C -0.493007 2.790792 1.226048 0.0 0.0 -0.1
O -1.220173 2.043514 0.052242 0.1 0.2 0.3
O 0.551701 2.272885 1.572910 0.2 0.0 0.1
H -3.808440 6.097903 1.451775 0.0 0.0 0.0
H -3.194533 6.579822 3.803216 0.0 0.0 0.0
H -1.166334 5.489609 4.769565 0.0 0.0 0.0
H 0.066407 3.802708 3.472332 0.0 0.0 0.0
C -3.785034 -0.946749 -4.412859 0.2 0.0 0.0
C -2.873079 -1.388533 -3.268433 -0.2 -0.1 0.0
C -3.413044 -0.897680 -1.929684 0.2 0.0 -0.1
C -2.717178 -2.904739 -3.246631 0.1 0.1 0.0
O -1.549527 -0.877151 -3.479619 -0.1 -0.1 0.0
Si -0.816567 0.556185 -3.573287 0.2 0.3 0.2
S 0.358594 1.148211 -1.878100 0.1 -0.4 0.1
O 0.323632 0.504620 -4.744499 0.0 0.1 -0.1
C 0.835488 -0.520649 -5.599082 0.0 -0.1 -0.2
C 2.001838 0.113146 -6.348586 -0.1 0.0 0.1
C -0.257181 -0.957962 -6.573905 0.0 0.1 0.1
C 1.329587 -1.719409 -4.788341 -0.1 0.2 0.1
O -1.965164 1.668664 -3.924537 -0.1 0.1 0.0
C -1.939818 2.939669 -4.582819 0.0 0.1 -0.1
C -0.788964 3.808602 -4.079857 -0.1 -0.2 0.1
C -1.800688 2.707287 -6.087204 0.0 -0.1 0.1
C -3.278686 3.597655 -4.275371 0.0 0.0 0.0
H -4.796901 -1.325979 -4.256498 0.0 0.0 0.0
H -3.411923 -1.327328 -5.366478 0.0 0.0 0.0
H -3.814057 0.141419 -4.458168 -0.1 0.0 0.0
H -4.417216 -1.290448 -1.759634 0.0 0.0 0.0
H -3.454805 0.194939 -1.921428 -0.1 0.0 0.0
H -2.755269 -1.244803 -1.131763 -0.1 0.0 0.0
H -3.679908 -3.387849 -3.067493 0.0 0.0 0.0
H -2.018421 -3.167855 -2.451100 0.0 0.0 0.0
H -2.314954 -3.253241 -4.201155 0.0 0.0 0.0
H 1.652413 0.954407 -6.950539 0.0 0.0 0.0
H 2.481941 -0.619707 -6.999845 0.0 0.0 0.0
H 2.732316 0.484258 -5.628244 0.0 0.0 0.0
H -0.668721 -0.089833 -7.092815 0.0 0.0 0.0
H -1.061988 -1.443296 -6.019765 0.0 0.0 -0.1
H 0.140808 -1.655926 -7.313158 0.0 0.0 0.0
H 2.202906 -1.436757 -4.196861 0.0 0.0 0.0
H 1.611132 -2.533056 -5.459342 0.0 0.0 0.0
H 0.547050 -2.062646 -4.110996 0.0 -0.1 0.0
H 0.163692 3.299343 -4.237635 0.0 0.1 0.0
H -0.898801 4.006248 -3.013241 0.0 0.0 0.0
H -0.781250 4.759640 -4.615960 0.0 0.0 0.0
H -0.830194 2.255568 -6.296872 0.0 0.0 -0.1
H -1.880156 3.651348 -6.629874 0.0 0.0 0.0
H -2.584509 2.028848 -6.431543 0.0 0.0 0.0
H -3.395852 3.719371 -3.198780 0.0 0.0 0.0
H -4.097031 2.974563 -4.641894 0.0 0.0 0.0
H -3.338205 4.580097 -4.748099 0.0 0.0 0.0
C 1.146902 -4.099448 -0.547512 -0.2 0.1 0.5
S 0.594313 -2.441414 0.078131 0.5 -0.6 -0.9
C 2.086514 -1.660223 -0.636068 -0.1 0.1 0.3
O -0.558218 -2.213577 -0.843898 -0.2 0.0 -0.1
H 1.161660 -4.007777 -1.634218 0.0 0.0 0.0
H 0.403787 -4.835898 -0.243384 0.0 0.0 0.0
H 2.126977 -4.366778 -0.155022 -0.1 0.0 0.0
H 2.946433 -2.310218 -0.479611 0.0 0.1 0.0
H 2.261222 -0.695782 -0.148709 0.1 0.0 -0.1
H 1.881648 -1.493850 -1.689853 0.0 -0.1 -0.1
C -0.573145 0.735484 -0.356162 0.5 -0.6 0.2
H -1.218159 2.630317 -0.725413 -0.2 0.1 0.0
H -1.405063 0.107875 -0.644198 -0.1 0.2 0.1
```
Positions in Å, forces in eV/Å.

## Properties
Total charge: -1
Frontier orbital gap (alpha / beta) in eV: 5.19 / 7.04
2S+1: 5
Electronic energy in eV: -177701.813

---

> total charge of number 2 (C4H8N2O2)?

0

---

> 2S+1 of number 3 (C30H44BrIrN3P2)?

6

---

> Number 1 is which compound?

C25H27AlCl2OP

---

> What is the electronic energy in the second record?

-11348.520 eV